No. 1
The following is a DFT calculation (wB97M-V/def2-TZVPD) of 2 unconnected molecules or ions with the total composition C5H14N2O.

Geometry as XYZ:
```
22
C5H14N2O | OMol25 | wB97M-V/def2-TZVPD
N 1.133 -0.718 0.456
C 0.495 -1.406 -0.672
C 0.901 -0.668 -1.930
C 1.354 0.742 -1.409
C 1.176 0.662 0.126
C -0.201 1.281 0.600
N -0.177 2.713 0.495
H 2.078 -1.073 0.614
H 0.714 -2.465 -0.741
H -0.590 -1.441 -0.570
H 0.136 -0.638 -2.692
H 1.806 -1.101 -2.356
H 2.436 0.740 -1.525
H 0.935 1.636 -1.864
H 1.993 1.163 0.617
H -1.117 0.932 0.106
H -0.380 1.011 1.634
H 0.745 3.116 0.523
H -0.755 3.073 -0.249
H -3.508 -1.997 2.740
H -3.795 -1.728 1.247
O -3.662 -2.427 1.889
```

Output
- spin multiplicity = 2
- energy relative to the best compared isomer or geometry (same formula, charge and spin) (kcal per mole) = 36.0
- ⟨S²⟩ = 0.76
- LUMO level (spin up / spin down) (eV) = -2.85 / -8.37
- orbital gap (spin up / spin down) (eV) = 11.21 / 5.23
- total charge = +1
- E_HOMO (spin up / spin down) (eV) = -14.1 / -13.6

---

No. 2
The following is a DFT calculation (wB97M-V/def2-TZVPD) of a molecular structure, C5H9IO.

Geometry as XYZ:
```
16
C5H9IO | OMol25 | wB97M-V/def2-TZVPD
C 0.983 -1.557 -0.443
C -1.461 -0.326 0.552
C -0.184 1.403 -0.871
C 0.984 -0.509 0.588
C -0.179 0.615 0.469
O 1.134 -2.698 -0.191
I 2.837 0.448 0.111
H 0.879 -1.077 -1.467
H -1.632 -0.675 -0.501
H -1.426 -1.325 1.140
H -2.344 0.241 0.958
H -0.364 0.882 -1.766
H -0.929 2.190 -0.745
H 0.753 1.895 -0.686
H 1.155 -0.821 1.606
H -0.206 1.315 1.248
```

Output
- energy relative to the best compared isomer or geometry (same formula, charge and spin) (kcal per mole) = 17.7
- LUMO level (eV) = 0.21
- orbital gap (eV) = 9.81
- E_HOMO (eV) = -9.6

---

No. 3
The following is a DFT calculation (wB97M-V/def2-TZVPD) of a molecular structure, C6H16N2O.

Geometry as XYZ:
```
25
C6H16N2O | OMol25 | wB97M-V/def2-TZVPD
C -0.319 -0.008 0.669
C 1.480 0.683 0.286
C -0.722 -0.371 -0.658
C 2.687 -0.117 0.759
C -1.014 0.662 -1.711
C -2.523 -1.127 -0.235
N -0.112 -1.071 1.579
N 1.779 1.286 -0.965
O -0.962 1.090 1.203
H -1.472 0.845 1.983
H 1.368 1.501 1.001
H -0.224 -1.268 -1.007
H -0.532 -0.949 2.494
H -0.336 -2.012 1.286
H 1.789 2.299 -0.925
H 1.975 0.605 -1.689
H 2.903 -0.914 0.041
H 2.549 -0.539 1.752
H 3.584 0.506 0.835
H -0.206 0.722 -2.439
H -1.833 0.343 -2.355
H -1.302 1.617 -1.276
H -3.156 -0.375 0.236
H -2.471 -2.044 0.350
H -2.930 -1.366 -1.215
```

Output
- energy relative to the best compared isomer or geometry (same formula, charge and spin) (kcal per mole) = 97.5
- LUMO level (eV) = 0.82
- orbital gap (eV) = 7.77
- E_HOMO (eV) = -7.0

---

No. 4
The following is a DFT calculation (wB97M-V/def2-TZVPD) of a molecular structure, C2HBr2N2.

Geometry as XYZ:
```
7
C2HBr2N2 | OMol25 | wB97M-V/def2-TZVPD
C 0.409 0.506 0.225
C 2.045 -0.043 0.047
N 0.218 2.855 -0.172
N 0.273 1.790 0.152
Br 2.535 -1.786 -0.021
Br 3.262 1.362 -0.015
H -0.490 -0.021 0.116
```

Output
- energy relative to the best compared isomer or geometry (same formula, charge and spin) (kcal per mole) = 45.5
- LUMO level (spin up / spin down) (eV) = -7.01 / -7.01
- orbital gap (spin up / spin down) (eV) = 7.58 / 7.57
- total charge = +1
- E_HOMO (spin up / spin down) (eV) = -14.6 / -14.6

---

No. 5
The following is a DFT calculation (wB97M-V/def2-TZVPD) of a molecular structure, C23H28N6O3Re.

Geometry as XYZ:
```
61
C23H28N6O3Re | OMol25 | wB97M-V/def2-TZVPD
Re 0.772 0.360 -1.202
C -0.556 -2.254 -2.139
C 0.838 -2.575 -1.669
N 1.787 -1.414 -1.866
C 2.233 -1.168 -3.265
C 1.244 -0.441 -4.160
N 0.420 0.644 -3.362
C -1.054 0.661 -3.648
C -1.834 -0.139 -2.601
N -1.017 -0.897 -1.653
H -1.202 -3.030 -1.702
H -0.606 -2.238 -3.245
H 1.217 -3.508 -2.207
H 0.853 -2.832 -0.577
H 2.640 -1.672 -1.327
H 2.515 -2.142 -3.702
H 3.095 -0.519 -3.149
H 0.510 -1.194 -4.583
H 1.845 0.022 -4.952
H 0.685 1.586 -3.660
H -1.316 0.240 -4.629
H -1.411 1.731 -3.647
H -2.557 -0.770 -3.152
H -2.452 0.542 -1.994
H -1.611 -0.993 -0.822
C 4.430 0.947 1.373
O 3.136 0.445 0.945
C 2.599 -0.558 1.657
C 3.375 -1.394 2.433
C 2.827 -2.377 3.239
C 1.487 -2.631 3.231
C 0.692 -1.809 2.418
C 1.210 -0.794 1.615
N 0.382 0.002 0.723
N -0.918 -0.072 1.067
C -1.581 1.079 1.051
C -1.145 2.228 0.362
O -0.351 2.033 -0.687
C -1.542 3.501 0.821
C -2.472 3.634 1.807
C -3.143 2.469 2.329
C -4.207 2.613 3.236
C -4.907 1.457 3.668
C -4.520 0.205 3.229
C -3.405 0.055 2.454
C -2.759 1.178 1.936
H 4.520 1.007 2.471
H 5.244 0.302 0.985
H 4.540 1.911 0.960
H 4.476 -1.210 2.383
H 3.517 -2.922 3.924
H 0.994 -3.507 3.767
H -0.378 -1.940 2.289
H -1.033 4.389 0.474
H -2.748 4.587 2.261
H -4.493 3.628 3.518
H -5.812 1.554 4.267
H -5.120 -0.694 3.501
H -3.003 -0.969 2.264
O 2.937 2.258 -1.672
N 2.130 1.393 -1.381
```

Output
- spin multiplicity = 4
- energy relative to the best compared isomer or geometry (same formula, charge and spin) (kcal per mole) = 0.0
- ⟨S²⟩ = 3.87
- LUMO level (spin up / spin down) (eV) = -14.07 / -15.84
- orbital gap (spin up / spin down) (eV) = 6.12 / 4.63
- total charge = +4
- E_HOMO (spin up / spin down) (eV) = -20.2 / -20.5

---

No. 6
The following is a DFT calculation (wB97M-V/def2-TZVPD) of C4H4N2O in the gas phase.

Geometry as XYZ:
```
11
C4H4N2O | OMol25 | wB97M-V/def2-TZVPD
N 2.393 0.104 0.038
C 1.116 0.187 0.026
C 0.439 -1.127 0.032
N -0.816 -1.378 -0.008
C -1.780 -0.295 -0.058
C -1.290 0.967 -0.024
O 0.223 1.233 0.011
H 2.987 0.929 0.033
H 1.208 -1.907 0.074
H -2.820 -0.708 -0.118
H -1.660 1.994 -0.007
```

Output
- energy relative to the best compared isomer or geometry (same formula, charge and spin) (kcal per mole) = 54.1
- LUMO level (eV) = 0.08
- orbital gap (eV) = 9.43
- SMILES = [H]/N=c1/cncco1
- E_HOMO (eV) = -9.4

---

No. 7
The following is a DFT calculation (wB97M-V/def2-TZVPD) of 2 unconnected molecules or ions with the total composition C3H7N3O.

Geometry as XYZ:
```
14
C3H7N3O | OMol25 | wB97M-V/def2-TZVPD
N -0.125 -0.466 0.712
N -1.360 -0.003 1.147
C 0.736 0.669 -0.049
O 0.657 -1.128 1.727
N 0.446 1.889 0.018
H 1.159 -0.417 2.159
H -1.908 -0.784 1.489
H -1.226 0.691 1.875
H -0.550 2.088 0.082
H 1.749 0.290 -0.089
C 0.189 -0.490 -1.804
C 0.216 -0.586 -3.021
H 0.228 -0.679 -4.082
H -0.212 -1.073 -0.162
```

Output
- energy relative to the best compared isomer or geometry (same formula, charge and spin) (kcal per mole) = 195.1
- LUMO level (eV) = 0.26
- orbital gap (eV) = 8.90
- E_HOMO (eV) = -8.6

---

No. 8
The following is a DFT calculation (wB97M-V/def2-TZVPD) of a molecular structure, C45H32BCoF4I2NO2P2.

Geometry as XYZ:
```
90
C45H32BCoF4I2NO2P2 | OMol25 | wB97M-V/def2-TZVPD
Co -0.419 -0.520 0.323
O 2.200 1.812 0.683
C 3.315 1.341 0.022
C 4.391 2.144 -0.345
C 5.509 1.560 -0.916
C 5.564 0.191 -1.125
C 4.463 -0.582 -0.809
C 3.310 -0.021 -0.257
P 1.834 -1.084 -0.038
C 1.978 -2.075 -1.564
C 2.737 -3.235 -1.644
C 2.927 -3.865 -2.868
C 2.346 -3.347 -4.014
C 1.572 -2.196 -3.937
C 1.393 -1.562 -2.719
C 2.289 -2.178 1.331
C 1.571 -3.362 1.504
C 1.824 -4.172 2.598
C 2.778 -3.798 3.534
C 3.485 -2.617 3.371
C 3.243 -1.806 2.271
C 1.742 3.087 0.450
C 2.444 4.210 0.874
C 1.940 5.468 0.596
C 0.733 5.607 -0.081
C 0.009 4.481 -0.419
C 0.496 3.199 -0.149
P -0.661 1.773 -0.251
C -1.890 2.504 0.884
C -1.596 2.414 2.244
C -2.467 2.952 3.179
C -3.631 3.583 2.761
C -3.920 3.684 1.405
C -3.049 3.149 0.465
C -1.380 1.871 -1.915
C -2.554 1.159 -2.175
C -3.083 1.126 -3.455
C -2.436 1.786 -4.492
C -1.260 2.477 -4.246
C -0.731 2.519 -2.962
H 4.371 3.209 -0.192
H 6.347 2.186 -1.192
H 6.444 -0.266 -1.555
H 4.486 -1.642 -1.022
H 3.187 -3.650 -0.750
H 3.524 -4.767 -2.920
H 2.486 -3.844 -4.966
H 1.105 -1.793 -4.827
H 0.784 -0.665 -2.669
H 0.808 -3.641 0.789
H 1.253 -5.081 2.732
H 2.960 -4.422 4.399
H 4.219 -2.317 4.108
H 3.795 -0.881 2.157
H 3.356 4.093 1.439
H 2.486 6.344 0.919
H 0.340 6.590 -0.301
H -0.968 4.595 -0.873
H -0.713 1.884 2.589
H -2.245 2.842 4.232
H -4.318 3.990 3.491
H -4.828 4.175 1.077
H -3.290 3.214 -0.588
H -3.054 0.626 -1.376
H -3.996 0.577 -3.643
H -2.848 1.756 -5.493
H -0.748 2.985 -5.053
H 0.189 3.061 -2.780
I -0.592 -5.181 -1.772
C -2.079 -4.074 -0.851
C -3.383 -4.615 -0.710
C -4.372 -3.916 -0.097
I -6.257 -4.786 0.050
C -4.106 -2.628 0.420
C -5.021 -1.840 1.147
C -4.611 -0.650 1.653
C -3.301 -0.195 1.415
N -2.427 -0.859 0.702
C -2.811 -2.094 0.240
C -1.778 -2.818 -0.405
O -0.605 -2.238 -0.524
H -3.591 -5.606 -1.090
H -6.027 -2.199 1.319
H -5.271 -0.040 2.253
H -2.976 0.732 1.849
F -0.421 -2.090 4.151
B -0.602 -0.782 3.773
F -1.943 -0.401 3.794
F 0.185 0.114 4.480
F -0.158 -0.671 2.358
```

Output
- spin multiplicity = 2
- energy relative to the best compared isomer or geometry (same formula, charge and spin) (kcal per mole) = 1.4
- ⟨S²⟩ = 0.94
- LUMO level (spin up / spin down) (eV) = -0.23 / -0.10
- orbital gap (spin up / spin down) (eV) = 7.47 / 7.70
- E_HOMO (spin up / spin down) (eV) = -7.7 / -7.8

---

Which value of energy relative to the best compared isomer or geometry (same formula, charge and spin) does entry 6 give?
54.1 kcal per mole

---

What is the formula in the third record?
C6H16N2O

---

Number 3 is which compound?
C6H16N2O

---

Which formula does entry 4 have?
C2HBr2N2